1.
Formula: C4H9NO2
Source: OMol25
Level of theory: ωB97M-V with the def2-TZVPD basis set

Element x y z (Å)
C1 2.087124 0.767535 -1.248899
C2 1.429036 0.985198 0.107300
N1 -0.015248 0.796898 0.087160
C3 -0.575571 -0.443904 0.055798
O1 0.054058 -1.479708 0.092922
O2 -1.937940 -0.373514 0.030260
C4 -2.576095 -1.311574 0.897348
H1 1.750678 1.513896 -1.977497
H2 3.177348 0.838395 -1.170482
H3 1.828502 -0.228227 -1.617953
H4 1.838202 0.291804 0.846784
H5 1.629090 2.000561 0.474366
H6 -0.569293 1.586205 -0.189354
H7 -3.646394 -1.251880 0.697231
H8 -2.215051 -2.330452 0.741380
H9 -2.392292 -1.018142 1.936590

Cartesian forces (eV/Å) of the 3 atoms listed first:
0.02 -0.05 -0.08
0.13 -0.06 0.03
0.13 0.03 -0.18

Output
Largest force on an atom in eV/A: 0.45
E in Eh: -363.0626
Charge: 0
HOMO energy in eV: -9.81
SMILES: CCNC(=O)OC



2.
Formula: C4H9NO2
Source: OMol25
Level of theory: ωB97M-V with the def2-TZVPD basis set

Element x y z (Å)
N1 1.808865 -0.002695 -0.754688
C1 1.090810 0.663366 0.193634
O1 0.975119 1.860320 0.158172
C2 0.511598 -0.214962 1.271686
C3 -0.675328 -1.071725 0.793079
C4 -1.748315 -0.342956 -0.000684
O2 -1.633074 -0.698040 -1.388574
H1 1.659794 -0.950996 -1.044995
H2 2.408706 0.531800 -1.358919
H3 0.199807 0.441668 2.082308
H4 1.290109 -0.883956 1.631857
H5 -1.105975 -1.576347 1.654456
H6 -0.268684 -1.847793 0.137501
H7 -1.579763 0.735262 0.076140
H8 -2.755411 -0.589260 0.340368
H9 -2.313913 -0.204345 -1.835376

Cartesian forces (eV/Å) of the 3 atoms listed first:
0.71 -0.14 -0.47
0.07 -0.90 -0.41
-0.01 0.98 0.36

Output
Largest force on an atom in eV/A: 1.05
E in Eh: -363.0539
Charge: 0
HOMO energy in eV: -9.71
SMILES: NC(=O)CCCO



3.
Formula: C4H9NO2
Source: OMol25
Level of theory: ωB97M-V with the def2-TZVPD basis set

Element x y z (Å)
C1 -0.500167 -0.963478 -1.830023
C2 -0.288846 -0.278586 -0.694098
C3 -1.083723 0.972928 -0.451041
N1 1.095291 -0.468904 -0.068377
C4 1.141319 -0.321396 1.316388
O1 -0.336365 -0.737431 1.623311
O2 1.470243 0.941962 1.732692
H1 -1.034447 -0.521503 -2.654286
H2 0.090545 -1.819318 -2.115241
H3 -2.114812 0.699407 -0.222447
H4 -1.097548 1.608751 -1.334953
H5 -0.782510 1.616142 0.376728
H6 1.633642 -1.214079 -0.481138
H7 1.743648 -1.051243 1.855481
H8 -1.005878 -0.061326 1.801047
H9 1.069607 1.598074 1.145957

Cartesian forces (eV/Å) of the 3 atoms listed first:
0.50 0.35 0.37
3.54 -0.35 -1.58
-0.27 0.23 0.46

Output
Largest force on an atom in eV/A: 3.89
E in Eh: -362.9673
Charge: 0
HOMO energy in eV: -8.67
SMILES: C=C(C)NC(O)O



4.
Formula: C4H9NO2
Source: OMol25
Level of theory: ωB97M-V with the def2-TZVPD basis set

Element x y z (Å)
C1 0.807086 -1.860112 0.328240
O1 0.902172 -0.835915 -0.640123
C2 -0.336876 -0.353798 -1.114723
C3 -0.392533 1.178543 -0.951918
N1 0.093673 1.618690 0.344675
C4 -0.424978 1.104193 1.485130
O2 -1.442309 0.435913 1.536134
H1 0.094282 -1.607284 1.125765
H2 0.509083 -2.822728 -0.113688
H3 1.803683 -1.974707 0.764207
H4 -1.163237 -0.816529 -0.565004
H5 -0.457482 -0.602176 -2.179243
H6 -1.423568 1.526439 -1.086262
H7 0.226276 1.675078 -1.707011
H8 1.033444 1.980469 0.390555
H9 0.171286 1.353924 2.383266

Cartesian forces (eV/Å) of the 3 atoms listed first:
0.05 -0.21 0.18
0.05 0.06 -0.08
-0.22 0.12 -0.06

Output
Largest force on an atom in eV/A: 0.40
E in Eh: -363.0316
Charge: 0
HOMO energy in eV: -9.82
SMILES: COCCNC=O



5.
Formula: C4H9NO2
Source: OMol25
Level of theory: ωB97M-V with the def2-TZVPD basis set

Element x y z (Å)
C1 0.276632 0.064774 -0.384126
C2 0.754634 -0.947146 -1.349110
C3 1.346893 0.919626 0.195392
C4 -1.073545 0.032506 0.291132
N1 -1.067957 -0.916801 1.374610
O1 -1.321022 1.406256 0.772403
O2 -1.617708 -0.223123 -0.860710
H1 -1.927449 1.780643 0.120600
H2 -1.942308 -1.429716 1.369025
H3 -0.958074 -0.472776 2.279243
H4 1.848420 1.486628 -0.591119
H5 0.094183 -1.817125 -1.324055
H6 1.791692 -1.252283 -1.216454
H7 0.668208 -0.478982 -2.336685
H8 1.028287 1.575098 0.998920
H9 2.099116 0.272423 0.660934

Cartesian forces (eV/Å) of the 3 atoms listed first:
1.05 -1.10 2.59
-0.89 -0.35 -0.20
-0.05 1.38 -0.72

Output
Largest force on an atom in eV/A: 3.00
E in Eh: -362.9328
Charge: 0
HOMO energy (spin up / spin down) in eV: -8.73 / -8.71



6.
Formula: C4H9NO2
Source: OMol25
Level of theory: ωB97M-V with the def2-TZVPD basis set

Element x y z (Å)
C1 0.648878 -1.631363 0.008168
O1 -0.456631 -0.883926 0.487905
C2 -0.155842 0.261458 1.262318
C3 0.176381 1.530289 0.473670
O2 1.243828 1.379829 -0.431622
H1 1.265878 -1.088355 -0.715364
H2 1.289258 -1.953476 0.838515
H3 0.246161 -2.514305 -0.496300
H4 -1.058424 0.470418 1.852631
H5 0.662970 0.038742 1.960227
H6 -0.718607 1.925044 -0.034871
H7 0.477558 2.295808 1.199990
H8 0.898659 0.921118 -1.210798
C4 -1.529335 -0.247047 -1.715160
N1 -0.680220 -0.450576 -2.471614
H9 -2.310510 -0.053657 -1.007696

Cartesian forces (eV/Å) of the 3 atoms listed first:
0.21 -0.19 -0.01
-0.03 0.06 0.07
0.10 0.12 0.21

Output
Largest force on an atom in eV/A: 1.18
E in Eh: -362.9819
Charge: 0
HOMO energy in eV: -9.68
SMILES: COCCO.C#N



7.
Formula: C4H9NO2
Source: OMol25
Level of theory: ωB97M-V with the def2-TZVPD basis set

Element x y z (Å)
C1 0.192089 -0.224692 -1.642482
C2 0.054714 -0.919402 -0.254359
O1 0.840861 -2.091322 -0.077059
C3 0.467302 0.250123 0.618245
C4 -0.534699 1.328972 0.282660
O2 -0.177682 2.461601 0.050645
N1 -1.911532 1.066957 0.483016
H1 1.237998 -0.366824 -1.887090
H2 0.228005 1.646050 -1.796061
H3 -0.500938 -0.710761 -2.339005
H4 -0.981932 -1.278184 -0.109475
H5 0.457570 -2.752719 -0.673611
H6 0.477183 0.156961 1.707954
H7 1.443539 0.667721 0.329109
H8 -2.104370 1.515062 1.370766
H9 -2.250285 0.110954 0.522342

Cartesian forces (eV/Å) of the 3 atoms listed first:
0.42 0.87 -0.76
-0.30 0.91 -0.33
0.15 0.36 -0.55

Output
Largest force on an atom in eV/A: 4.43
E in Eh: -362.8929
Charge: 0
HOMO energy in eV: -9.78



8.
Formula: C4H9NO2
Source: OMol25
Level of theory: ωB97M-V with the def2-TZVPD basis set

Element x y z (Å)
C1 -0.317622 1.275913 -0.911311
C2 1.111376 0.732362 -0.752192
C3 1.321539 0.065484 0.603394
O1 0.524243 -1.126005 0.683889
C4 -0.773747 -0.930912 1.039948
N1 -1.562090 -1.772290 0.301504
O2 -1.165594 -0.134903 1.863836
H1 -0.541756 2.039834 -0.156317
H2 -0.485604 1.718394 -1.901593
H3 -1.060740 0.471628 -0.788922
H4 1.348858 -0.021168 -1.517773
H5 1.842626 1.546700 -0.866489
H6 2.354549 -0.268843 0.722133
H7 1.080605 0.735814 1.433338
H8 -2.541402 -1.852489 0.522067
H9 -1.135243 -2.479518 -0.275511

Cartesian forces (eV/Å) of the 3 atoms listed first:
-0.14 -0.16 -0.12
-0.06 0.05 0.07
0.31 0.22 0.05

Output
Largest force on an atom in eV/A: 0.65
E in Eh: -363.0731
Charge: 0
HOMO energy in eV: -10.46
SMILES: CCCOC(N)=O



9.
Formula: C4H9NO2
Source: OMol25
Level of theory: ωB97M-V with the def2-TZVPD basis set

Element x y z (Å)
C1 1.687578 -0.144421 -1.274840
N1 1.963693 0.858445 -0.259761
C2 1.265110 1.035644 0.769607
O1 0.113145 0.383727 1.169530
C3 -1.076262 0.616042 0.403003
C4 -1.856421 -0.696456 0.380249
O2 -0.995466 -1.776341 0.122695
H1 0.820312 -0.794259 -1.111023
H2 1.589371 0.335471 -2.255155
H3 2.575749 -0.778831 -1.339403
H4 1.605283 1.755154 1.518903
H5 -1.658644 1.419177 0.876417
H6 -0.809309 0.922971 -0.612420
H7 -2.393294 -0.827351 1.331110
H8 -2.592606 -0.678688 -0.427617
H9 -0.238235 -1.630279 0.708711

Cartesian forces (eV/Å) of the 3 atoms listed first:
-0.04 -0.19 -0.08
-0.33 0.03 0.28
0.29 0.08 -0.17

Output
Largest force on an atom in eV/A: 0.43
E in Eh: -362.9980
Charge: 0
HOMO energy in eV: -9.83
SMILES: C/N=C\OCCO



10.
Formula: C4H9NO2
Source: OMol25
Level of theory: ωB97M-V with the def2-TZVPD basis set

Element x y z (Å)
C1 0.383948 -0.649482 -1.845114
N1 -0.915944 -0.905449 -1.331017
C2 -1.311425 -1.089898 -0.151194
O1 -0.788862 -0.847301 1.091072
C3 0.484604 -0.161461 1.232623
C4 0.314090 1.350789 1.265438
O2 -0.148376 1.878159 0.042455
H1 0.286019 -0.770178 -2.926205
H2 0.746919 0.344339 -1.584044
H3 1.064496 -1.429599 -1.474239
H4 -2.119446 -1.769498 -0.389380
H5 0.912709 -0.491477 2.187369
H6 1.180316 -0.445335 0.440159
H7 -0.338908 1.625541 2.109174
H8 1.295120 1.811843 1.438072
H9 -1.045259 1.549006 -0.105171

Cartesian forces (eV/Å) of the 3 atoms listed first:
0.43 0.29 -0.25
0.34 -0.12 -0.23
0.55 -0.45 -1.13

Output
Largest force on an atom in eV/A: 2.85
E in Eh: -362.9683
Charge: 0
HOMO energy in eV: -9.05
SMILES: C/N=C\OCCO



Question: Which value of charge does entry 6 give?
Answer: 0



What did the second record say?
Formula: C4H9NO2
Source: OMol25
Level of theory: ωB97M-V with the def2-TZVPD basis set

Element x y z (Å)
N1 1.808865 -0.002695 -0.754688
C1 1.090810 0.663366 0.193634
O1 0.975119 1.860320 0.158172
C2 0.511598 -0.214962 1.271686
C3 -0.675328 -1.071725 0.793079
C4 -1.748315 -0.342956 -0.000684
O2 -1.633074 -0.698040 -1.388574
H1 1.659794 -0.950996 -1.044995
H2 2.408706 0.531800 -1.358919
H3 0.199807 0.441668 2.082308
H4 1.290109 -0.883956 1.631857
H5 -1.105975 -1.576347 1.654456
H6 -0.268684 -1.847793 0.137501
H7 -1.579763 0.735262 0.076140
H8 -2.755411 -0.589260 0.340368
H9 -2.313913 -0.204345 -1.835376

Cartesian forces (eV/Å) of the 3 atoms listed first:
0.71 -0.14 -0.47
0.07 -0.90 -0.41
-0.01 0.98 0.36

Output
Largest force on an atom in eV/A: 1.05
E in Eh: -363.0539
Charge: 0
HOMO energy in eV: -9.71
SMILES: NC(=O)CCCO



Question: Among the records above, which one has the highest E?
Answer: number 7



Question: What is the formula in the ninth record?
Answer: C4H9NO2